# 1
The following is a quantum chemistry calculation of 3 unconnected molecules or ions with the total composition C30H47N5O2S, from the OMol25 dataset.

Atoms and positions in Å:
C -0.899 5.329 -2.218
C -2.063 4.325 -2.308
C -1.635 2.878 -2.624
N -1.582 2.055 -1.377
C -0.382 1.395 -1.154
C -0.254 0.070 -0.970
C -1.395 -0.875 -0.993
C -1.436 -1.947 -1.881
C -2.529 -2.760 -1.761
C -3.536 -2.556 -0.850
N -3.512 -1.526 -0.012
C -2.445 -0.754 -0.112
C 1.084 -0.542 -0.680
O 1.412 -1.622 -1.144
C 1.973 0.313 0.185
C 2.821 -0.205 1.135
N 2.910 -1.574 1.387
C 3.611 0.671 1.872
C 3.492 2.005 1.644
S 4.508 3.097 2.659
C 2.646 2.531 0.703
C 1.872 1.678 -0.020
C 0.899 2.196 -1.051
O 1.165 3.154 -1.747
H -0.119 5.153 -2.959
H -0.438 5.307 -1.226
H -1.282 6.346 -2.337
H -2.612 4.380 -1.367
H -2.746 4.687 -3.085
H -0.725 2.834 -3.218
H -2.447 2.470 -3.236
H -2.368 1.422 -1.428
H -0.646 -2.130 -2.594
H -2.598 -3.629 -2.410
H -4.367 -3.251 -0.810
H -2.390 0.079 0.589
H 2.270 -2.118 0.829
H 3.853 -1.929 1.347
H 4.296 0.259 2.600
H 3.820 3.015 3.818
H 2.560 3.599 0.553
C -3.735 2.558 1.106
C -4.171 3.101 2.458
N -5.501 3.680 2.444
C -5.809 4.446 3.640
C -5.879 3.698 4.976
C -6.562 2.815 1.958
C -6.786 1.478 2.678
H -3.810 3.324 0.333
H -2.695 2.234 1.157
H -4.331 1.695 0.802
H -3.461 3.883 2.744
H -4.073 2.302 3.210
H -6.751 4.979 3.484
H -5.053 5.232 3.732
H -6.791 3.109 5.065
H -5.884 4.417 5.799
H -5.023 3.039 5.127
H -6.369 2.600 0.903
H -7.500 3.376 1.953
H -5.851 0.954 2.881
H -7.395 0.823 2.050
H -7.322 1.606 3.617
C 4.962 -7.327 -1.017
C 4.571 -5.858 -1.074
N 5.688 -4.955 -0.861
C 5.280 -3.581 -0.632
C 4.574 -2.835 -1.769
C 6.826 -5.135 -1.745
C 6.587 -5.019 -3.257
H 5.471 -7.561 -0.081
H 4.068 -7.949 -1.080
H 5.613 -7.610 -1.846
H 3.836 -5.683 -0.284
H 4.055 -5.664 -2.027
H 6.154 -3.001 -0.319
H 4.614 -3.579 0.239
H 5.272 -2.544 -2.553
H 4.124 -1.915 -1.389
H 3.773 -3.424 -2.215
H 7.258 -6.120 -1.548
H 7.611 -4.432 -1.456
H 5.693 -5.555 -3.578
H 7.435 -5.451 -3.794
H 6.503 -3.982 -3.578

Computed properties:
Kohn-Sham gap, eV: 7.26
HOMO level, eV: -8.09
SMILES: CCCNC1=C(c2cccnc2)C(=O)c2c(N)cc(S)cc2C1=O.CCN(CC)CC.CCN(CC)CC
Net charge: 0

# 2
The following is a quantum chemistry calculation of a single C6H9N molecule, from the OMol25 dataset.

Atoms and positions in Å:
C -0.926 -1.723 0.226
C 0.161 -0.688 0.127
C 1.540 -0.844 -0.193
C 2.100 0.410 -0.238
N 1.112 1.320 0.038
C -0.069 0.662 0.252
C -1.402 1.298 0.044
H -0.653 -2.652 -0.284
H -1.863 -1.365 -0.226
H -1.155 -1.965 1.272
H 2.049 -1.777 -0.400
H 3.113 0.727 -0.437
H 1.210 2.322 0.008
H -2.176 0.945 0.732
H -1.644 0.936 -0.960
H -1.397 2.393 0.040

Computed properties:
Kohn-Sham gap, eV: 8.74
HOMO level, eV: -7.70
SMILES: Cc1cc[nH]c1C
Energy above the lowest of the compared OMol25 structures with the same formula, charge and spin, kJ/mol: 33.8
Net charge: 0

# 3
The following is a quantum chemistry calculation of 2 unconnected molecules or ions with the total composition CH5N2O, from the OMol25 dataset.

Atoms and positions in Å:
C -2.398 0.718 -0.357
N 0.472 -0.534 -0.163
N -1.554 1.116 0.413
O -3.045 0.070 -1.048
H -0.194 0.046 0.408
H 1.160 -1.043 0.361
H -1.666 2.005 0.948
H 0.915 -0.246 -0.989
H -0.073 -1.154 -0.758

Computed properties:
Kohn-Sham gap, eV: 11.84
HOMO level, eV: -15.99
Energy above the lowest of the compared OMol25 structures with the same formula, charge and spin, kJ/mol: 57.3
Net charge: +1

# 4
The following is a quantum chemistry calculation of a molecular structure, C37H49GeN5P2Si2Tl, from the OMol25 dataset.

Atoms and positions in Å:
Tl -0.595 -0.845 -0.385
C 3.749 -2.600 0.089
Si 3.444 -1.222 1.314
C 5.129 -0.416 1.601
C 2.953 -2.003 2.939
N 2.172 -0.229 0.823
P 1.904 0.995 -0.131
C 0.264 1.177 -0.639
P -0.943 1.913 0.359
N -2.016 0.782 0.751
Si -3.434 0.890 1.722
C -3.072 0.743 3.547
C -4.368 2.501 1.510
C -4.539 -0.526 1.252
C -1.677 3.233 -0.682
C -1.043 4.454 -0.912
C -1.538 5.341 -1.859
C -2.661 5.008 -2.605
C -3.281 3.782 -2.403
C -2.791 2.900 -1.450
C -0.409 2.704 1.920
C -0.663 4.022 2.288
C -0.348 4.471 3.568
C 0.213 3.605 4.493
C 0.459 2.282 4.140
C 0.151 1.837 2.867
C 2.910 0.895 -1.667
C 2.311 0.715 -2.909
C 3.088 0.559 -4.053
C 4.472 0.598 -3.966
C 5.082 0.798 -2.731
C 4.304 0.943 -1.592
C 2.530 2.570 0.561
C 2.990 2.669 1.866
C 3.415 3.893 2.376
C 3.383 5.027 1.578
C 2.928 4.939 0.266
C 2.506 3.717 -0.237
H 4.522 -3.290 0.447
H 4.079 -2.187 -0.871
H 2.834 -3.173 -0.087
H 5.621 -0.888 2.460
H 5.067 0.656 1.803
H 5.780 -0.556 0.733
H 3.671 -2.767 3.258
H 1.966 -2.471 2.856
H 2.896 -1.243 3.727
H -2.496 1.597 3.917
H -2.502 -0.168 3.762
H -4.012 0.697 4.111
H -3.693 3.364 1.502
H -5.069 2.633 2.341
H -4.935 2.521 0.576
H -4.026 -1.485 1.390
H -4.838 -0.464 0.202
H -5.448 -0.545 1.864
H -0.141 4.711 -0.367
H -1.038 6.289 -2.023
H -3.043 5.695 -3.350
H -4.145 3.506 -2.996
H -3.259 1.932 -1.310
H -1.136 4.701 1.593
H -0.553 5.499 3.841
H 0.452 3.956 5.490
H 0.892 1.597 4.860
H 0.350 0.805 2.593
H 1.228 0.712 -2.967
H 2.609 0.411 -5.013
H 5.077 0.479 -4.857
H 6.162 0.840 -2.658
H 4.785 1.106 -0.634
H 2.990 1.782 2.488
H 3.761 3.961 3.401
H 3.707 5.980 1.977
H 2.903 5.822 -0.361
H 2.149 3.643 -1.260
C 1.130 -2.749 -2.883
Ge 0.087 -3.897 -1.701
C 1.137 -5.466 -1.217
C -1.475 -4.505 -2.687
C -0.415 -2.940 -0.071
H 1.408 -3.276 -3.799
H 2.037 -2.378 -2.402
H 0.516 -1.892 -3.174
H 1.419 -6.007 -2.123
H 0.541 -6.131 -0.587
H 2.046 -5.195 -0.676
H -1.186 -5.329 -3.343
H -1.870 -3.692 -3.298
H -2.269 -4.855 -2.023
H 0.336 -3.065 0.710
H -1.382 -3.298 0.286
N -5.081 -4.442 -1.231
C -4.738 -3.402 -1.619
N -4.437 -2.213 -2.100
C -3.295 -1.643 -2.029
N -2.287 -1.045 -2.057

Computed properties:
Kohn-Sham gap, eV: 7.55
HOMO level, eV: -5.17
Energy above the lowest of the compared OMol25 structures with the same formula, charge and spin, kJ/mol: 0.0
Net charge: -1

# 5
The following is a quantum chemistry calculation of 2 unconnected molecules or ions with the total composition C4H14N3, from the OMol25 dataset.

Atoms and positions in Å:
C 1.435 -2.229 -0.561
C 0.654 -0.139 -1.505
N 1.282 -0.783 -0.533
N -0.081 -0.789 -2.424
N 0.421 1.225 -1.503
H 1.882 -0.224 0.081
H -0.053 -1.769 -2.640
H -0.679 -0.248 -3.024
H 0.659 1.615 -0.591
H -0.532 1.527 -1.686
H 0.605 -2.689 -1.085
H 1.596 -2.631 0.448
H 2.394 -2.550 -1.007
C -1.649 0.877 2.526
C -0.707 1.557 1.518
H -1.734 -0.208 2.213
H -1.185 0.820 3.500
H -2.625 1.355 2.577
H -0.479 2.533 1.942
H -1.342 1.748 0.626
H 0.139 1.001 1.128

Computed properties:
Kohn-Sham gap, eV: 11.71
HOMO level, eV: -14.93
Energy above the lowest of the compared OMol25 structures with the same formula, charge and spin, kJ/mol: 77.9
Net charge: +1

# 6
The following is a quantum chemistry calculation of 6 unconnected molecules or ions with the total composition C20H22N6O4, from the OMol25 dataset.

Atoms and positions in Å:
O -3.045 1.136 5.125
N -2.457 1.240 6.166
O -2.895 0.831 7.233
C -1.256 2.017 6.227
C -0.863 2.679 5.010
C 0.355 3.388 5.079
C 1.276 3.163 6.109
C 0.961 2.286 7.100
C -0.323 1.838 7.257
H -1.443 2.738 4.101
H 0.770 3.972 4.271
H 2.192 3.721 5.975
H 1.686 2.076 7.873
H -0.714 1.311 8.116
O 3.473 -1.977 -4.618
N 3.297 -0.875 -4.127
O 4.156 -0.018 -3.927
C 1.917 -0.615 -3.679
C 0.956 -1.605 -3.607
C -0.329 -1.289 -3.275
C -0.696 -0.043 -2.854
C 0.141 0.993 -3.008
C 1.479 0.690 -3.426
H 1.183 -2.620 -3.897
H -0.979 -2.152 -3.268
H -1.691 0.121 -2.466
H -0.099 2.022 -2.784
H 2.151 1.525 -3.557
C 8.085 4.655 -1.394
C 6.755 5.418 -1.391
N 5.708 5.879 -1.423
H 8.713 5.175 -0.670
H 8.527 4.822 -2.376
H 7.977 3.640 -1.012
C -10.241 2.596 2.366
C -9.702 2.069 1.105
N -9.342 1.545 0.111
H -10.056 1.973 3.242
H -11.329 2.596 2.294
H -9.829 3.574 2.612
C -8.992 -5.357 1.525
C -8.243 -5.357 0.285
N -7.703 -5.321 -0.726
H -8.568 -4.604 2.188
H -9.019 -6.294 2.081
H -10.050 -5.203 1.311
C 9.568 -5.998 -7.635
C 10.114 -7.109 -8.431
N 10.529 -7.986 -9.036
H 9.016 -6.470 -6.823
H 8.707 -5.588 -8.163
H 10.172 -5.207 -7.189

Computed properties:
Kohn-Sham gap, eV: 9.31
HOMO level, eV: -9.97
SMILES: O=[N+]([O-])c1ccccc1.O=[N+]([O-])c1ccccc1.CC#N.CC#N.CC#N.CC#N
Energy above the lowest of the compared OMol25 structures with the same formula, charge and spin, kJ/mol: 1128.1
Net charge: 0

# 7
The following is a quantum chemistry calculation of a molecular structure, CH4S3, from the OMol25 dataset.

Atoms and positions in Å:
C 0.603 -0.053 -0.271
S 0.334 -0.390 1.503
S 0.930 1.706 -0.437
S -0.715 -0.614 -1.425
H 1.687 -0.772 -0.629
H -0.769 -1.236 1.393
H 0.379 2.087 0.717
H -1.724 -0.707 -0.446

Computed properties:
Kohn-Sham gap, eV: 9.70
HOMO level, eV: -9.15
Energy above the lowest of the compared OMol25 structures with the same formula, charge and spin, kJ/mol: 137.9
Net charge: 0

# 8
The following is a quantum chemistry calculation of a molecular structure, C39H64CsF4N4O3PSe2, from the OMol25 dataset.

Atoms and positions in Å:
Cs 0.033 -0.544 -0.443
C -1.131 2.759 -2.451
N -1.793 2.250 -1.263
C -3.105 1.739 -1.602
C -1.834 3.268 -0.228
C -2.403 2.810 1.106
N -1.560 1.782 1.677
C -1.889 1.223 2.812
C -0.971 0.274 3.395
F 0.173 0.044 2.715
C -1.179 -0.363 4.584
F -0.221 -1.207 5.052
C -2.324 -0.176 5.360
C -3.224 0.738 4.843
F -4.374 0.986 5.533
C -3.046 1.400 3.651
F -4.041 2.260 3.273
H -1.699 3.593 -2.909
H -1.004 1.967 -3.190
H -0.136 3.124 -2.191
H -3.782 2.547 -1.949
H -3.560 1.234 -0.754
H -3.009 1.007 -2.404
H -2.422 4.143 -0.578
H -0.808 3.605 -0.060
H -3.446 2.501 0.970
H -2.438 3.705 1.747
H -2.474 -0.674 6.305
O 2.275 -4.486 -3.901
C 1.561 -4.006 -5.032
C 0.786 -2.696 -4.818
C 0.305 -2.242 -6.210
O 1.302 -1.608 -6.999
C -0.484 -2.920 -3.986
Se -0.270 -3.663 -2.155
C 1.709 -1.640 -4.197
Se 1.040 0.235 -4.255
H 1.631 -4.430 -3.161
H 0.849 -4.773 -5.376
H 2.294 -3.846 -5.827
H -0.544 -1.565 -6.076
H -0.039 -3.117 -6.774
H 1.451 -0.758 -6.535
H -1.144 -3.602 -4.531
H -0.993 -1.960 -3.895
H 2.667 -1.670 -4.717
H 1.898 -1.910 -3.157
N -3.802 -1.130 0.118
C -4.442 -1.584 0.966
N -5.099 -2.142 1.983
C -5.927 -3.314 1.721
C -6.032 -4.145 2.991
C -6.527 -3.297 4.161
C -5.632 -2.074 4.356
C -5.535 -1.266 3.073
H -5.466 -3.882 0.915
H -6.929 -3.004 1.390
H -5.041 -4.546 3.226
H -6.700 -4.991 2.811
H -6.562 -3.895 5.074
H -7.552 -2.964 3.956
H -4.624 -2.392 4.641
H -6.010 -1.431 5.151
H -4.811 -0.461 3.167
H -6.512 -0.823 2.829
O 1.985 -1.870 1.138
P 1.983 -3.360 1.328
C 3.012 -3.725 2.793
C 3.501 -5.176 3.034
C 2.983 -5.738 4.358
C 3.434 -4.882 5.548
C 3.346 -3.369 5.245
C 2.420 -3.093 4.063
C 0.269 -3.996 1.482
C -0.634 -2.947 2.166
C -2.065 -3.463 2.276
C -2.153 -4.754 3.120
C -0.773 -5.357 3.387
C 0.079 -5.401 2.117
C 2.736 -4.161 -0.110
C 4.215 -3.769 -0.244
C 4.727 -4.250 -1.602
C 4.611 -5.784 -1.753
C 3.797 -6.422 -0.622
C 2.490 -5.669 -0.371
H 3.884 -3.113 2.531
H 4.596 -5.183 3.064
H 3.227 -5.835 2.210
H 3.328 -6.767 4.488
H 1.892 -5.780 4.333
H 4.462 -5.145 5.814
H 2.817 -5.126 6.417
H 4.339 -2.981 4.999
H 3.008 -2.824 6.128
H 2.279 -2.024 3.906
H 1.431 -3.505 4.278
H -0.050 -4.043 0.433
H -0.631 -2.018 1.602
H -0.253 -2.684 3.153
H -2.440 -3.644 1.264
H -2.690 -2.682 2.712
H -2.769 -5.496 2.601
H -2.646 -4.551 4.076
H -0.873 -6.367 3.796
H -0.266 -4.763 4.153
H -0.414 -6.050 1.388
H 1.032 -5.876 2.346
H 2.193 -3.615 -0.898
H 4.814 -4.206 0.566
H 4.308 -2.685 -0.165
H 5.761 -3.929 -1.754
H 4.128 -3.771 -2.379
H 5.604 -6.242 -1.776
H 4.130 -6.007 -2.708
H 4.395 -6.442 0.296
H 3.576 -7.465 -0.868
H 1.940 -6.149 0.439
H 1.847 -5.754 -1.251

Computed properties:
Kohn-Sham gap, eV: 4.76
HOMO level, eV: -1.22
Energy above the lowest of the compared OMol25 structures with the same formula, charge and spin, kJ/mol: 8.0
Net charge: -2

# 9
The following is a quantum chemistry calculation of 10 unconnected molecules or ions with the total composition H20O10, from the OMol25 dataset.

Atoms and positions in Å:
O -11.757 14.370 -0.347
H -11.160 13.799 0.136
H -12.407 14.641 0.301
O -9.999 17.882 -6.924
H -9.482 18.548 -6.471
H -10.341 17.326 -6.224
O -14.512 14.249 -0.401
H -13.745 14.286 -0.973
H -15.259 14.316 -0.996
O -9.450 17.197 -0.471
H -8.629 16.940 -0.891
H -10.131 16.802 -1.015
O -9.475 19.019 -3.274
H -10.065 18.448 -2.782
H -9.541 19.868 -2.836
O -11.288 16.600 -2.812
H -11.027 16.415 -3.714
H -11.799 15.835 -2.549
O -10.957 13.311 -3.551
H -10.759 13.949 -4.236
H -11.753 13.644 -3.136
O -10.251 15.558 -5.001
H -10.416 15.360 -5.923
H -9.404 15.151 -4.816
O -13.200 15.706 -6.290
H -13.031 16.560 -5.894
H -12.331 15.359 -6.493
O -13.766 14.124 -3.763
H -13.958 15.056 -3.871
H -13.800 13.768 -4.651

Computed properties:
Kohn-Sham gap (alpha / beta), eV: 11.01 / 2.79
HOMO level (alpha / beta), eV: -14.53 / -14.21
Multiplicity: 2
Energy above the lowest of the compared OMol25 structures with the same formula, charge and spin, kJ/mol: 151.5
Net charge: +1